Below is a molecular structure, C6H14N2 in a non-equilibrium geometry, with properties calculated with wB97M-V/def2-TZVPD.

```
22
C6H14N2 wB97M-V/def2-TZVPD
H 0.10 2.08 2.24
H 1.62 -0.43 1.04
C 0.59 -0.81 -1.89
C 0.65 -0.16 0.63
H -0.78 1.24 -1.11
H -2.09 -1.60 -1.41
H 1.85 1.88 2.06
H 1.04 3.22 1.29
C 0.37 -1.07 -0.56
H -2.47 -2.79 -0.14
H -1.33 1.79 0.27
H 1.28 -1.69 -1.38
H -0.15 -2.91 -0.92
H 1.51 1.51 -0.40
C 0.68 1.36 0.29
H -2.11 -1.13 0.32
C -1.86 -1.93 -0.39
H 1.27 -0.04 -2.24
C 0.93 2.17 1.54
N -0.44 -2.24 -0.21
H -0.15 -0.34 1.35
N -0.54 1.88 -0.36
```

HOMO   -8.36 eV
Relative energy (zero: lowest compared OMol25 entry of this formula, charge and spin)   93.5 kcal/mol
Multiplicity   1
Kohn-Sham gap   9.25 eV

=====

Below is a molecular structure, C10H19F6N3O4ReS3Si in a non-equilibrium geometry, with properties calculated with wB97M-V/def2-TZVPD.

```
47
C10H19F6N3O4ReS3Si wB97M-V/def2-TZVPD
H -0.80 -1.48 1.16
C 2.66 -0.03 0.30
C -0.49 -1.03 -2.75
N 3.14 -0.55 1.40
H 0.68 -1.40 0.19
C -2.80 3.01 3.56
C -0.33 -1.01 0.28
F -3.28 4.80 -1.61
H -0.20 0.02 -2.59
H -1.38 -4.17 -1.80
O -1.04 2.04 -1.15
S -1.72 2.35 2.11
F -3.50 2.00 3.97
H -3.28 -0.43 -0.61
H -3.53 -2.16 -0.35
Si -1.27 -1.79 -1.24
O -1.12 1.06 2.62
H -1.15 -1.04 -3.62
H -3.62 -1.48 -1.97
S -2.45 2.50 -0.74
H 2.88 -0.10 2.27
S 1.69 1.44 0.38
H -1.15 -3.95 -0.07
N -2.65 1.85 0.81
F -1.23 4.85 -0.94
H 2.59 -0.06 -1.70
H 4.73 -1.58 2.26
F -2.84 4.80 0.50
F -1.95 3.43 4.45
H 3.45 -2.61 1.60
Re -0.60 0.97 0.54
C -2.44 4.44 -0.69
H 5.51 -0.97 0.05
F -3.54 3.97 3.09
H 0.41 -1.59 -3.02
H 3.20 -2.60 -1.11
C -3.08 -1.43 -1.03
C 3.83 -1.71 -1.06
O -3.49 2.09 -1.59
O -0.70 3.26 1.60
H 4.35 -1.60 -2.00
C 4.80 -1.79 0.11
H 5.35 -2.72 0.06
C -0.86 -3.57 -1.05
N 2.96 -0.53 -0.88
H 0.21 -3.75 -1.19
C 4.05 -1.71 1.43
```

⟨S²⟩   3.770
HOMO (spin up / spin down)   -15.42 / -16.38 eV
Total charge   +2
Relative energy (zero: lowest compared OMol25 entry of this formula, charge and spin)   14.5 kcal/mol
Multiplicity   4
Kohn-Sham gap (spin up / spin down)   8.04 / 8.10 eV

=====

Below is a molecular structure, C41H44CrF4N7OP2 in a non-equilibrium geometry, with properties calculated with wB97M-V/def2-TZVPD.

```
100
C41H44CrF4N7OP2 wB97M-V/def2-TZVPD
C -2.44 5.07 0.73
H -1.54 4.51 -2.46
C 5.95 -2.14 -0.01
C -3.93 0.23 4.27
H -6.28 -3.62 -1.60
C -5.59 -2.91 -2.06
N -3.27 -2.15 -2.09
F 6.31 1.92 -0.28
C 0.65 -1.06 3.59
C -2.28 5.30 -0.63
H 2.80 -0.95 3.80
C 9.85 -0.36 0.37
H 0.21 -3.02 0.32
H 1.48 1.86 0.53
C -2.18 3.82 1.27
C 8.67 0.39 0.14
H 1.21 -2.09 5.39
H 2.47 4.44 -2.00
H -2.77 5.87 1.38
Cr -0.32 0.23 0.10
N 2.93 -4.38 0.18
H -0.67 -4.48 0.82
C -1.77 2.75 0.46
C -2.39 -1.45 -1.45
H -0.49 -2.28 5.01
N -1.61 -0.82 -0.86
N 1.25 -0.70 -0.35
C -1.75 4.30 -1.42
H -3.88 -4.00 -1.31
H 0.48 -0.13 4.13
H 0.73 -3.18 4.10
C -1.33 -2.67 1.83
H -5.01 -1.39 -4.09
H -4.57 -2.75 -5.15
C 3.22 -3.29 -0.04
H -2.74 -3.40 -3.69
C -1.45 3.05 -0.88
F 5.83 -3.45 0.06
N -1.62 1.42 0.92
C -4.25 -2.97 -1.34
H -2.27 3.67 2.34
N 10.84 -0.91 0.58
H -2.06 -2.39 1.08
C -2.36 1.54 -3.51
H -2.32 -1.11 4.67
H 2.02 2.03 -1.96
C -0.25 -3.53 1.17
H 0.94 3.55 0.48
P -0.61 -1.00 2.22
C 2.06 -1.04 3.00
C -3.19 -2.42 -3.53
H -2.52 6.27 -1.05
C 7.40 -0.17 0.01
H 2.27 -1.98 2.47
H -4.35 -2.59 -0.33
C -4.60 -2.41 -4.12
F 3.94 0.83 -0.47
H -5.44 1.55 3.51
H -6.01 -1.90 -1.98
H -2.67 1.12 -4.47
H 0.96 2.20 -4.38
H 1.25 4.08 -3.21
H -0.39 1.83 -5.45
C -2.06 -3.44 2.92
C -4.46 1.13 3.35
C 0.50 -2.23 4.57
C -0.13 2.25 -4.48
C 3.48 -1.90 -0.24
C -2.02 -0.05 2.83
H -0.44 3.30 -4.48
C -2.46 0.99 1.99
H -0.54 0.41 -3.48
H 2.62 3.15 0.16
C 4.78 -1.35 -0.19
H 0.78 4.82 -1.67
H -2.57 -1.66 -4.02
C -2.72 -0.38 3.99
H -2.70 2.57 -3.47
C 6.23 0.62 -0.19
P -0.35 1.86 -1.64
C 2.31 -1.17 -0.36
C 5.00 0.05 -0.29
H -4.17 2.21 1.54
H -2.58 -4.28 2.45
O -5.44 -3.29 -3.41
H -2.86 0.99 -2.71
C 1.30 2.72 -1.50
C -3.74 1.51 2.23
C 1.60 2.82 0.01
H 0.54 -3.78 1.88
C 7.19 -1.59 0.09
F 8.22 -2.38 0.27
C 8.90 1.79 0.05
H -2.82 -2.84 3.42
H 2.20 -0.20 2.32
C -0.84 1.46 -3.39
H -4.48 -0.02 5.16
C 1.44 4.09 -2.14
N 9.13 2.92 0.01
H -1.38 -3.86 3.66
```

⟨S²⟩   4.172
HOMO (spin up / spin down)   -12.29 / -12.48 eV
Total charge   +2
Multiplicity   4
Kohn-Sham gap (spin up / spin down)   4.03 / 4.62 eV

=====

Below is a molecular structure, C36H85BF2N3O8PRb2 in a non-equilibrium geometry, with properties calculated with wB97M-V/def2-TZVPD.

```
138
C36H85BF2N3O8PRb2 wB97M-V/def2-TZVPD
H -2.15 1.72 -1.01
O -2.54 -2.88 -1.49
H -3.43 -1.89 3.69
H -0.40 2.91 0.07
H -2.30 2.13 3.27
H -2.61 -3.53 -5.49
H 3.86 5.00 0.91
C -0.65 -0.02 -5.07
C -1.22 6.18 0.30
H -0.78 -2.26 -5.30
H -2.87 -0.96 5.10
H 3.57 0.19 1.35
H 0.88 -1.11 3.49
H -0.56 1.74 1.39
H -1.47 2.95 -2.99
H -3.54 1.24 -1.87
C 2.05 -4.11 2.72
H 2.59 -5.13 -4.93
H 3.03 -3.17 1.00
O 1.34 -4.19 -2.87
O 1.96 3.64 -0.83
H 5.39 2.27 -1.03
F -1.31 -1.29 0.24
N 1.79 -3.84 4.22
H -3.79 6.96 -0.42
C 0.76 -4.38 2.01
H 1.68 -5.63 -0.65
H 1.42 -3.15 6.77
H 2.95 -6.61 -1.17
C 1.94 1.33 2.10
H -5.01 3.22 -2.95
H 0.12 1.97 -5.02
Rb -5.20 -3.96 -0.70
C -0.66 -3.44 3.98
F -1.75 -0.72 -2.13
C -2.06 5.81 -0.98
H -2.34 1.57 4.98
H -3.67 1.99 -0.29
C -2.33 3.60 -3.16
H -2.64 5.71 -3.83
H 0.46 1.10 -3.44
H -4.35 -0.55 4.36
H -0.19 -2.54 6.65
H -0.01 3.32 1.77
C 4.52 4.27 0.44
H 3.32 -5.42 1.71
H 0.04 -1.05 5.08
H 0.38 0.25 -0.07
C 2.80 -5.74 -4.05
C 0.05 2.55 1.00
C 1.32 0.76 -0.27
O -3.01 0.31 1.95
H 3.39 -4.35 5.03
H 2.11 -2.00 1.65
H -2.60 -0.43 1.50
C -4.64 3.88 -2.17
O 3.00 -3.50 4.81
H 4.28 1.02 -0.45
O -3.45 4.39 0.45
H -2.73 3.21 -4.10
H 4.52 2.71 2.70
H 0.17 -1.83 -3.86
H 3.81 2.26 -1.71
H -2.99 -5.09 -4.94
N -2.58 4.41 -0.75
C -0.38 -3.41 2.45
H 1.27 -3.53 -2.18
H 5.35 1.76 1.52
C 1.43 1.93 0.74
H 0.98 -4.23 0.95
C 0.48 -3.30 6.24
H -1.09 5.08 -4.26
H -1.81 -0.32 -3.61
C 0.34 1.03 -4.52
C -3.16 3.50 -1.83
H -5.32 3.75 -1.33
H 2.24 -6.27 2.89
H -3.64 -3.72 -4.00
P -1.38 -1.97 -1.22
H 3.78 -5.34 3.29
H 3.78 0.61 3.14
H -1.52 0.00 3.35
N 2.33 3.05 0.36
C 2.87 -5.40 2.70
H -1.41 -2.68 4.21
C -1.83 5.09 -3.46
H 0.11 -4.26 6.60
H 4.70 4.60 -0.58
O 0.03 -2.43 -1.40
C -0.16 -1.49 -4.84
H -1.74 6.26 1.25
H -0.85 0.13 -6.13
H -0.92 6.79 -2.51
H 1.19 0.66 2.52
C 2.16 -5.97 -1.57
B -3.39 -4.09 -4.98
H -2.94 3.66 0.82
H -4.33 -4.06 -5.51
C -2.82 1.51 4.00
H -0.62 5.29 0.49
H 0.81 -1.57 -5.34
C -3.11 6.89 -1.27
H 5.40 4.43 1.06
H 3.81 -6.15 -4.08
H -2.59 7.85 -1.24
C 4.36 2.14 1.78
H 1.30 0.82 -5.00
C 4.35 2.05 -0.79
H 1.78 -1.23 4.93
H 2.15 0.06 -0.18
H -1.27 -3.77 1.94
H -0.80 7.18 0.15
H 0.42 -5.39 1.78
C 2.55 -5.08 -2.73
H 1.79 2.11 2.84
C -3.16 2.05 -1.25
O -1.87 0.09 -4.48
Rb -1.64 -5.18 -2.72
H 2.01 -6.49 -4.19
H -0.96 -4.45 4.28
H 1.53 4.44 -0.51
H -0.11 -2.41 2.12
H 3.48 -4.55 -2.51
H 1.39 1.08 -1.31
H -4.70 4.85 -2.65
C 0.64 -3.05 4.71
C -1.17 5.76 -2.25
H 1.53 -6.71 -2.06
H -0.19 5.29 -2.15
C 3.85 2.91 0.44
C 3.47 0.92 2.14
C -2.59 0.18 3.35
H 3.63 -2.52 2.43
H -3.86 1.82 4.04
C -3.34 -0.89 4.12
C 0.83 -1.53 4.50
C 2.69 -2.87 1.99
H -3.77 6.91 -2.13
```

⟨S²⟩   0.754
HOMO (spin up / spin down)   -9.40 / -9.40 eV
Total charge   +1
Multiplicity   2
Kohn-Sham gap (spin up / spin down)   5.91 / 2.47 eV

=====

Below is a molecular structure, C9H10Cl2 in a non-equilibrium geometry, with properties calculated with wB97M-V/def2-TZVPD.

```
21
C9H10Cl2 wB97M-V/def2-TZVPD
C 0.78 0.51 -0.60
C -0.79 -0.09 2.77
H -0.14 2.37 -1.15
C -0.83 0.67 1.63
C -1.03 -1.47 0.14
C -0.50 -2.15 -0.82
H 0.58 -2.43 -2.47
H -0.69 1.75 1.55
H -0.84 -1.13 2.73
H 0.71 2.44 0.25
H -0.84 -3.16 -0.99
C 0.71 2.00 -0.70
H 1.54 2.35 -1.28
Cl 1.87 -0.13 0.72
C 0.92 -0.37 -1.78
H 1.56 0.04 -2.54
H -1.72 -1.81 0.87
C -0.91 0.04 0.32
Cl -2.19 0.73 -0.83
C 0.44 -1.66 -1.81
H -0.54 0.33 3.69
```

HOMO   -8.61 eV
Relative energy (zero: lowest compared OMol25 entry of this formula, charge and spin)   86.5 kcal/mol
Multiplicity   1
Kohn-Sham gap   8.53 eV

=====

Below is 2 unconnected molecules or ions with the total composition C2H3IO2 in a non-equilibrium geometry, with properties calculated with wB97M-V/def2-TZVPD.

```
8
C2H3IO2 wB97M-V/def2-TZVPD
C -0.30 1.91 1.11
H 0.54 -1.26 0.20
O -0.12 1.16 2.05
I 1.37 2.96 0.26
C 0.34 -0.65 -0.67
H 0.60 -1.14 -1.64
O -0.08 0.47 -0.79
H -1.41 2.14 0.72
```

HOMO   -9.68 eV
SMILES   O=CI.C=O
Relative energy (zero: lowest compared OMol25 entry of this formula, charge and spin)   52.4 kcal/mol
Multiplicity   1
Kohn-Sham gap   10.03 eV

=====

Below is a molecular structure, C26H44Br24Cl18 in a non-equilibrium geometry, with properties calculated with wB97M-V/def2-TZVPD.

```
112
C26H44Br24Cl18 wB97M-V/def2-TZVPD
Br 7.11 -5.04 -0.76
C -0.10 -6.33 2.73
H -4.59 3.47 -4.22
C 2.46 2.56 5.82
C 0.92 -1.74 -6.41
H 2.67 3.83 0.93
Cl 3.02 0.95 6.44
Br -0.24 4.90 2.61
Br -1.09 5.15 -1.48
C 1.56 -3.57 -3.13
Cl -6.08 -5.07 2.19
Br -3.55 7.04 -1.34
Cl -0.26 -0.40 4.83
Br 1.07 4.31 -4.36
Br -0.30 -3.85 -2.57
Br 7.28 -1.87 -0.08
Br 2.15 -1.80 -3.03
Cl 1.34 -0.94 0.78
Br -4.16 -1.82 -4.38
H -0.50 -3.93 5.37
H 4.23 2.93 4.89
H 0.71 -2.48 4.43
Br -4.53 -0.58 -0.82
C -0.26 -2.08 4.57
Br -3.97 -1.78 -7.47
H -1.27 4.74 4.74
H 0.27 -0.32 -1.80
H -0.90 -2.34 3.78
Br -1.82 2.36 3.76
H 4.83 -0.30 4.59
Cl 0.12 -4.41 -6.23
Br 0.00 2.10 -6.51
Br -3.34 5.32 3.38
H 5.51 -3.20 -1.35
C -1.86 6.57 -0.42
C -0.33 0.26 -1.11
H -8.56 -4.32 3.04
Cl -2.34 -2.76 6.25
Cl -8.60 -2.48 4.56
H -0.02 -2.65 6.59
C 3.08 4.55 0.28
C -0.30 -0.47 0.21
H 2.57 3.26 6.62
H 4.43 -1.53 5.76
Br -3.39 2.15 0.37
C 3.21 2.89 4.62
C 0.90 2.41 -4.81
H 1.36 2.46 5.60
C 0.57 -2.99 -7.19
H 2.82 -1.06 3.78
C -4.60 1.36 -1.03
Cl 0.43 1.91 -1.05
H 0.06 -4.15 2.68
C -3.02 4.76 -5.04
H 4.18 4.59 0.24
Br 2.82 -4.76 -2.21
Br 4.02 1.18 -0.51
H -5.59 -3.04 -6.00
H -0.90 -1.39 0.08
Cl 3.13 5.97 -2.01
H -1.52 -4.73 3.13
Cl 6.31 -2.03 4.29
C 6.06 -3.44 -0.49
Cl -2.62 2.29 -3.79
C 5.51 2.01 -1.37
C -4.54 -2.87 -5.99
C 3.63 -1.79 3.75
C -6.46 -3.86 3.46
H -5.80 -2.99 3.45
C -3.52 3.84 -3.95
C -0.60 -2.91 5.71
H 1.77 -1.84 -5.75
C 2.57 4.52 -1.12
C -1.65 4.31 3.80
H 3.90 -1.78 2.68
H 5.17 2.89 -1.83
Br 4.71 -3.65 0.83
Cl 2.55 6.13 1.06
H 1.63 -3.95 -4.16
H 1.50 4.59 -1.23
Br -0.78 8.14 -0.17
Br -3.78 -4.63 -6.07
Br -6.41 2.05 -0.82
H 2.97 3.89 4.16
Cl -0.49 -1.33 -5.48
H 0.31 1.90 -4.05
C -7.87 -3.46 3.14
H -3.47 4.28 -2.93
H -2.80 4.37 -6.06
H -6.35 -4.28 4.46
H -4.16 1.78 -1.90
H -0.31 -2.72 -7.75
H -7.94 -2.73 2.30
Br 2.64 1.52 -4.82
Br 6.94 2.33 0.01
H 1.22 -0.89 -7.09
Cl 1.65 -6.57 2.05
Cl 2.98 -3.42 4.00
C 4.75 -1.38 4.70
H -2.24 5.40 -4.70
H -0.76 0.01 1.05
H 1.39 -3.31 -7.80
Cl -1.34 -4.65 0.83
H 2.91 3.60 -1.62
Br 6.24 0.86 -2.73
H -2.17 6.32 0.58
C -0.67 -4.90 2.43
H -1.41 0.40 -1.39
H -0.06 -6.52 3.80
Cl -4.42 5.89 -5.18
H -0.73 -7.06 2.16
Cl 3.23 1.80 3.22
```

HOMO   -10.06 eV
Multiplicity   1
Kohn-Sham gap   9.46 eV